ORCA calculation (ωB97M-V/def2-TZVPD) on a single C6H9P molecule in a non-equilibrium geometry.

Properties
ΔE to the lowest compared entry with this formula, charge and spin (kcal/mol): 112.9
Highest occupied orbital energy (eV): -8.01
LUMO energy (eV): 0.65
HOMO-LUMO gap (eV): 8.664
SMILES string: C=C=[P@H]1C[C@H]1C=C
Largest force on an atom (eV/Å): 2.36

Last column: Mulliken charge in e.
Positions of all 16 atoms, in Å:
1 C -3.0756 -0.6201 -0.1538  -0.609
2 C -1.7544 -0.6154 0.1832  -0.253
3 P -0.8743 0.9267 -0.1808  0.214
4 C 0.5886 1.2894 0.8637  -0.788
5 C 0.8925 0.6090 -0.4527  -0.045
6 C 1.6164 -0.6902 -0.4948  -0.033
7 C 1.8316 -1.5457 0.4757  -0.814
8 H -3.6111 -1.5854 0.0934  0.206
9 H -3.8915 0.0990 -0.3543  0.241
10 H -1.0741 2.0488 -1.1739  0.095
11 H 1.0459 2.2595 0.8842  0.330
12 H 0.8886 0.5321 1.6129  0.234
13 H 1.2813 1.2102 -1.2138  0.483
14 H 2.0494 -0.7799 -1.5265  0.234
15 H 2.4679 -2.3869 0.1632  0.255
16 H 1.3109 -1.3511 1.4114  0.251



ORCA calculation (ωB97M-V/def2-TZVPD) on a single C6H9P molecule in a non-equilibrium geometry.

Properties
ΔE to the lowest compared entry with this formula, charge and spin (kcal/mol): 124.8
Highest occupied orbital energy (eV): -8.30
LUMO energy (eV): 0.17
HOMO-LUMO gap (eV): 8.469
SMILES string: C#P(C)/C=C\C=C
Largest force on an atom (eV/Å): 5.56

Last column: Mulliken charge in e.
Positions of all 16 atoms, in Å:
1 C 1.5208 1.8653 0.2575  -0.594
2 P 0.9616 0.2831 -0.0575  0.666
3 C 2.3469 -0.8200 0.4201  -1.028
4 C -0.3568 -1.1301 -0.2091  -0.461
5 C -1.5482 -0.8608 0.1438  -0.364
6 C -1.9835 0.4759 0.6953  -0.148
7 C -1.6313 1.4975 -0.1150  -1.147
8 H 0.6314 2.6421 0.0064  0.132
9 H 2.1724 -1.5747 -0.2629  0.344
10 H 2.0755 -0.9785 1.4751  0.312
11 H 3.3166 -0.3405 0.5412  0.305
12 H 0.1120 -1.8779 -0.7014  0.398
13 H -2.2651 -1.6599 0.1922  0.379
14 H -2.5525 0.3615 1.6062  0.385
15 H -1.1001 1.3150 -1.0410  0.553
16 H -1.9203 2.5042 0.1238  0.267



ORCA calculation (ωB97M-V/def2-TZVPD) on a single C6H9P molecule.

Properties
ΔE to the lowest compared entry with this formula, charge and spin (kcal/mol): 49.6
Highest occupied orbital energy (alpha / beta) (eV): -7.21 / -7.94
LUMO energy (alpha / beta) (eV): -0.72 / -1.11
HOMO-LUMO gap (alpha / beta) (eV): 6.491 / 6.822
Largest force on an atom (eV/Å): 0.67

Last column: Mulliken charge in e.
Positions of all 16 atoms, in Å:
1 C 0.3527 -0.1972 0.5799  -0.163
2 C -0.3774 0.1445 -0.5873  -0.352
3 C -0.1088 -0.0444 1.8658  0.518
4 C 0.0919 0.0187 -1.8409  -0.142
5 C 0.7975 -0.4116 3.0146  -1.301
6 C -0.6614 0.4058 -3.0621  -1.162
7 P -1.7049 0.5331 2.2672  -0.033
8 H 1.3528 -0.5907 0.4398  0.288
9 H -1.3735 0.5467 -0.4294  0.075
10 H 1.0837 -0.3846 -2.0020  0.332
11 H 0.4367 0.0131 3.9497  0.426
12 H 1.8075 -0.0493 2.8300  0.317
13 H 0.8392 -1.4953 3.1267  0.279
14 H -0.7683 -0.4496 -3.7305  0.303
15 H -0.1185 1.1770 -3.6104  0.298
16 H -1.6492 0.7839 -2.8112  0.314



ORCA calculation (ωB97M-V/def2-TZVPD) on a molecular structure, C6HFN4OS in a non-equilibrium geometry.

Properties
ΔE to the lowest compared entry with this formula, charge and spin (kcal/mol): 0.0
Highest occupied orbital energy (alpha / beta) (eV): -10.31 / -10.31
LUMO energy (alpha / beta) (eV): -2.95 / -2.95
HOMO-LUMO gap (alpha / beta) (eV): 7.362 / 7.361
Largest force on an atom (eV/Å): 3.75

Last column: Mulliken charge in e.
Positions of all 14 atoms, in Å:
1 C -0.7854 -1.7424 0.9613  0.122
2 C -2.5147 -0.1154 1.5865  -0.048
3 C -1.4908 -1.2217 -1.8910  -0.059
4 C -3.0638 0.4076 -1.1124  0.039
5 C -1.7122 -0.7520 0.5367  0.613
6 C -2.0723 -0.5492 -0.7922  0.821
7 N 0.0337 -2.5623 1.1735  -0.460
8 N -3.0084 0.5411 2.3834  -0.408
9 N -1.0786 -1.5444 -2.9192  -0.395
10 N -3.8992 1.0160 -1.6436  -0.411
11 O 0.8624 0.4373 -0.3875  -0.445
12 F 0.4207 2.5021 0.7372  -0.249
13 S -0.4040 1.2051 0.1822  0.490
14 H 1.3474 -0.3653 0.1578  0.388